Record 1
Density functional theory data (ωB97M-V with the def2-TZVPD basis set) for a structure of composition C14H30N2O13V3 at a distorted geometry.

* LUMO level (spin up / spin down): -8.30 / -7.73 eV
* max |F|: 9.37 eV/Å
* ΔE to the lowest compared entry with this formula, charge and spin: 0.0 kJ/mol
* gap between HOMO and LUMO (spin up / spin down): 7.0 / 7.7 eV
* net charge: +2
* E_HOMO (spin up / spin down): -15.26 / -15.43 eV
* 2S+1: 4

Element x y z (Å)
1 O -3.56696 2.41985 -2.26534
2 V -2.45203 1.35774 -2.44625
3 O -0.16786 -1.62901 1.04565
4 V -1.20581 -1.10279 -0.02415
5 O 1.15864 3.18235 -1.64186
6 V 0.86578 1.80360 -0.91256
7 C -1.68779 1.60178 0.32713
8 O -0.60875 1.05112 0.70250
9 O -2.51365 0.77289 -0.14526
10 O -1.33565 2.32422 -0.64825
11 C -0.20497 -0.32395 -2.50333
12 O -1.35571 -0.76826 -2.20709
13 O 0.56374 -0.39575 -1.52148
14 O -0.29622 0.90048 -2.81617
15 C 0.21167 4.34408 1.37716
16 O 1.24584 3.56885 0.77809
17 C 2.21252 3.08761 1.72883
18 C 3.24566 2.33795 0.89522
19 N 2.55958 1.12536 0.36908
20 C 3.47979 0.25239 -0.39277
21 C 3.98301 0.97498 -1.64485
22 O 2.89939 1.39011 -2.47218
23 C 3.31412 2.08862 -3.63503
24 H -0.18886 3.83065 2.25616
25 H -0.58891 4.57681 0.68206
26 H 0.62624 5.28758 1.73811
27 H 1.72062 2.42620 2.44857
28 H 2.62595 3.97655 2.20466
29 H 4.02392 2.00062 1.58389
30 H 3.55022 2.98828 0.08108
31 H 2.29390 0.69285 1.25390
32 H 3.00669 -0.68122 -0.69313
33 H 4.35884 -0.01420 0.20064
34 H 4.60069 0.26326 -2.20033
35 H 4.68694 1.75088 -1.33105
36 H 3.75206 3.04866 -3.35745
37 H 2.40420 2.28769 -4.20255
38 H 3.95183 1.51948 -4.31341
39 C 0.58603 -4.05565 -0.57919
40 O -0.62898 -3.35643 -0.76548
41 C -1.74854 -4.26189 -0.83612
42 C -2.98051 -3.38282 -0.89249
43 N -3.09216 -2.31914 0.14711
44 C -3.44314 -2.80724 1.49087
45 C -3.55672 -1.67871 2.51530
46 O -2.31153 -1.01523 2.39539
47 C -1.94850 -0.28148 3.54709
48 H 0.73092 -4.52430 0.39644
49 H 1.42715 -3.36218 -0.64741
50 H 0.73409 -4.75598 -1.40332
51 H -1.75591 -4.85998 0.07777
52 H -1.66232 -4.91000 -1.70659
53 H -3.90427 -3.97146 -0.86764
54 H -3.08408 -2.89501 -1.86467
55 H -3.88616 -1.74969 -0.14348
56 H -2.62329 -3.42369 1.86235
57 H -4.35310 -3.41192 1.47949
58 H -3.71612 -2.13175 3.49463
59 H -4.35639 -0.96392 2.29754
60 H -2.01833 -0.90327 4.44404
61 H -2.62202 0.55197 3.78559
62 H -0.95478 0.15143 3.47456

Force components x, y, z for each atom (eV/Å):
0.9 -1.3 -1.2
1.6 0.9 4.0
-1.3 1.3 -1.6
2.4 -2.1 1.9
-0.9 -2.8 0.4
0.1 3.7 -0.4
4.8 -4.3 -6.8
2.1 -1.4 5.7
-5.8 -3.2 0.6
0.0 6.7 -4.0
-2.4 4.9 6.3
-4.9 -3.7 -1.6
4.6 -2.9 2.4
-0.4 4.2 -5.2
0.1 0.3 0.8
-0.3 -1.1 0.1
-0.2 0.6 -1.0
-0.9 0.2 0.8
-0.1 0.2 -0.3
0.4 0.0 -0.7
0.4 -0.9 0.0
0.5 -0.7 1.1
-0.8 0.7 -0.4
-0.1 -0.1 -0.1
0.2 -0.3 -0.3
0.1 0.0 -0.1
0.1 0.1 0.2
0.3 -0.2 0.3
0.5 0.3 -0.4
0.4 -0.1 0.1
-0.5 -0.7 -0.5
-0.4 0.2 0.2
0.0 0.1 0.1
0.0 -0.1 0.0
-0.4 0.6 -0.4
0.2 -0.1 -0.1
0.0 0.1 0.1
0.3 -0.2 0.5
1.4 0.3 -0.3
-0.9 0.0 -0.3
0.0 1.1 0.8
-1.2 -0.3 -0.7
0.6 0.6 -0.4
0.1 -0.3 0.9
0.3 0.0 -1.1
0.0 0.4 0.4
-0.4 0.5 1.1
-0.7 -0.2 0.0
-0.3 0.3 -0.1
-0.2 -0.3 0.2
0.0 -0.2 -0.1
-0.1 0.0 -0.1
0.2 -0.4 0.3
0.5 0.2 0.0
0.2 0.2 -0.1
0.0 -0.2 -0.2
0.0 0.0 -0.2
0.1 0.1 0.1
-0.2 -0.1 0.1
0.3 -0.3 -0.1
-0.2 0.0 -0.5
0.1 -0.4 -0.4

These are the Mulliken partial charges, in e, on atoms 1 to 6: O -0.397; V 1.285; O -0.385; V 1.798; O -0.254; V 1.462



Record 2
Density functional theory data (ωB97M-V with the def2-TZVPD basis set) for a structure of composition C14H30N2O18S4 at a distorted geometry.

* LUMO level: 0.18 eV
* max |F|: 17.22 eV/Å
* ΔE to the lowest compared entry with this formula, charge and spin: 2639.5 kJ/mol
* gap between HOMO and LUMO: 8.3 eV
* E_HOMO: -8.17 eV

Element x y z (Å)
1 C 5.67596 -25.93497 16.00095
2 C 7.14360 -26.24859 16.33945
3 O 7.97351 -25.09868 16.09179
4 S 7.39104 -24.30683 14.82139
5 O 7.74289 -25.00513 13.61089
6 O 7.71692 -22.91918 15.15627
7 O 5.77476 -24.73404 15.20299
8 H 4.98243 -25.69028 16.80547
9 H 5.28032 -26.65328 15.28290
10 H 7.56854 -27.01726 15.69394
11 H 7.38840 -26.50541 17.37008
12 C 3.79026 -20.92193 20.07007
13 C 3.60827 -20.07973 18.87472
14 O 2.44790 -20.38153 18.05936
15 S 1.68140 -21.70124 18.84616
16 O 2.14419 -22.98040 18.23528
17 O 0.27725 -21.40426 19.16861
18 O 2.52940 -21.56874 20.21148
19 H 4.12995 -20.46058 20.99736
20 H 4.62459 -21.58026 19.82799
21 H 4.39524 -20.28116 18.14795
22 H 3.71913 -19.00249 18.99867
23 C 8.10253 -21.71473 19.99379
24 C 7.34667 -21.09610 18.80515
25 O 7.45654 -21.96977 17.72998
26 S 8.58891 -23.16260 18.03091
27 O 9.55201 -23.25756 16.91193
28 O 7.91809 -24.40304 18.52786
29 O 9.18028 -22.35557 19.34624
30 H 7.57054 -22.48717 20.54915
31 H 8.57731 -20.96594 20.62784
32 H 7.77299 -20.14455 18.48748
33 H 6.28187 -21.03814 19.03090
34 C 6.31924 -26.09869 19.81961
35 C 6.66931 -27.55949 19.71524
36 O 8.12418 -27.63326 19.51586
37 S 8.86233 -26.32706 20.18306
38 O 9.82579 -25.71680 19.29909
39 O 9.19136 -26.65232 21.55932
40 O 7.46698 -25.37969 20.15805
41 H 5.54322 -25.72994 20.49037
42 H 5.97720 -25.70746 18.86146
43 H 6.16426 -28.17123 18.96772
44 H 6.37363 -28.13845 20.59016
45 C 5.67443 -22.48835 16.38836
46 C 5.39398 -22.69054 17.90911
47 O 4.86851 -21.81294 18.55660
48 N 5.65823 -23.90163 18.32306
49 C 5.71761 -24.35283 19.72355
50 H 6.70831 -22.26049 16.12901
51 H 4.99954 -21.69166 16.07545
52 H 5.43374 -23.37704 15.80491
53 H 5.91382 -24.54418 17.58692
54 H 5.45443 -23.48671 20.33074
55 H 6.72147 -24.58549 20.07879
56 H 5.10087 -25.23715 19.88388
57 C 3.42780 -25.37998 20.18642
58 C 3.48870 -25.10810 18.68261
59 O 4.54411 -25.49555 18.09434
60 N 2.47137 -24.51929 18.02404
61 C 2.37436 -24.69483 16.53444
62 H 4.37307 -25.77489 20.55871
63 H 2.59740 -26.00556 20.51382
64 H 3.32955 -24.39450 20.64168
65 H 1.70238 -24.07226 18.50251
66 H 1.44425 -25.22621 16.33287
67 H 3.23818 -25.22350 16.13143
68 H 2.31945 -23.77788 15.94769

Force components x, y, z for each atom (eV/Å):
1.6 -0.2 -2.9
1.1 -0.9 0.1
-1.2 0.1 -1.3
0.4 -0.8 1.5
-0.5 1.4 0.9
0.7 -3.5 -3.7
2.3 -0.2 -2.4
0.4 -0.6 -0.9
0.1 -0.5 0.4
-0.4 -0.3 0.1
-0.4 -0.1 -0.1
-0.6 1.5 3.4
1.2 4.0 -2.7
-1.7 -2.2 2.3
0.0 5.3 1.5
-2.8 17.0 0.8
2.8 -1.2 -1.0
-1.7 -1.1 -0.1
-1.4 0.9 0.3
-1.6 0.0 2.3
-0.4 0.9 0.7
-1.1 0.3 0.6
0.3 0.4 -0.6
0.2 1.3 1.8
3.9 -1.4 1.1
0.9 -1.4 -0.7
-2.0 0.9 3.9
3.6 6.2 -4.6
1.1 -1.7 -1.7
-0.4 0.4 0.2
-0.4 -0.1 0.1
0.1 0.1 0.3
0.8 0.7 0.1
3.1 -8.4 -1.0
1.0 -1.2 1.1
0.5 0.8 -0.1
0.3 -0.9 0.8
-0.9 -1.6 1.4
-0.3 0.6 -1.9
7.6 -8.9 5.3
3.6 -5.7 3.3
1.2 -2.8 0.0
0.3 0.7 -0.8
0.5 0.3 0.7
-2.9 0.9 0.8
0.4 -2.6 -5.0
2.5 -4.0 -4.0
1.7 3.2 1.4
-4.6 11.2 -1.6
-2.4 0.6 0.7
0.0 0.3 -0.1
-0.8 1.6 1.1
0.7 1.1 0.7
-0.8 0.7 0.2
-3.1 6.3 -0.6
-1.8 8.0 -3.1
-2.2 0.9 0.0
-1.5 -1.9 -1.3
-6.8 -3.4 1.2
5.1 -15.2 -2.2
-0.1 -0.1 0.6
-3.2 -1.3 0.9
-0.2 0.0 -0.3
-0.2 0.0 0.5
-1.5 -4.0 0.8
0.2 -0.2 0.0
-0.3 -0.2 0.4
0.1 0.4 0.6

These are the Mulliken partial charges, in e, on atoms 1 to 6: C -0.111; C 0.217; O -0.208; S 1.143; O -0.658; O -0.498



Record 3
Density functional theory data (ωB97M-V with the def2-TZVPD basis set) for a cluster of 2 separate species, C14H30N2O5 in total at a distorted geometry.

* LUMO level: -0.59 eV
* max |F|: 2.05 eV/Å
* gap between HOMO and LUMO: 6.0 eV
* E_HOMO: -6.63 eV

Element x y z (Å)
1 O 1.24935 0.28388 4.82592
2 C 1.13728 0.31930 3.60385
3 O 1.11981 -0.73208 2.88127
4 C 0.97068 1.72939 2.92033
5 N -0.44387 2.15097 3.16382
6 C -1.24915 1.81583 1.99441
7 C -2.76528 1.55797 2.26951
8 C -3.35835 2.24599 3.55020
9 C -4.26210 1.19496 4.26476
10 O -4.11248 0.91338 5.39982
11 O -5.25563 0.53653 3.53874
12 H 1.19729 1.70108 1.83639
13 H 1.66695 2.41916 3.43541
14 H -0.73408 1.64818 4.00042
15 H -1.14212 2.54480 1.15511
16 H -0.83999 0.85833 1.57712
17 H -3.01228 0.47440 2.24921
18 H -3.31851 1.98290 1.40076
19 H -4.06102 3.05475 3.25758
20 H -2.62509 2.55262 4.30893
21 H -4.92386 -0.29652 3.17416
22 C -0.35357 -1.49299 -3.99012
23 C 0.83898 -1.91285 -3.15396
24 N 1.86467 -0.82227 -2.89663
25 C 2.46344 -0.43180 -4.23016
26 C 3.03393 -1.38344 -2.09420
27 C 2.74059 -1.83714 -0.67095
28 C 1.28744 0.46366 -2.30844
29 C 0.48885 0.34511 -1.02271
30 O -0.65219 -0.47129 -1.19317
31 C -0.93419 -1.27883 -0.05528
32 H -0.06426 -1.19803 -5.00040
33 H -1.02996 -2.34257 -4.08984
34 H -0.92143 -0.67913 -3.54708
35 H 1.37312 -2.71894 -3.66277
36 H 0.51505 -2.30370 -2.19497
37 H 2.87050 -1.32549 -4.69841
38 H 3.25232 0.29592 -4.04901
39 H 1.69211 0.01235 -4.85267
40 H 3.80795 -0.61558 -2.08088
41 H 3.40649 -2.23368 -2.66830
42 H 2.74750 -1.00350 0.02802
43 H 3.54748 -2.49304 -0.33818
44 H 1.81140 -2.39236 -0.56354
45 H 0.65348 0.89181 -3.08534
46 H 2.13578 1.13316 -2.15531
47 H 0.13824 1.34854 -0.75538
48 H 1.10844 0.01238 -0.19212
49 H -0.37262 -0.97353 0.83467
50 H -0.68700 -2.32147 -0.28654
51 H -2.00008 -1.22707 0.16597

Force components x, y, z for each atom (eV/Å):
-0.2 1.0 0.8
0.5 -1.3 -0.9
-0.2 0.9 -1.2
0.1 -0.4 1.0
0.5 0.5 -0.7
-0.2 -1.4 -0.2
-0.2 0.9 -0.5
-1.5 -1.4 -0.3
0.8 0.3 -0.7
0.1 -0.2 1.4
0.2 0.5 -0.7
-0.2 0.1 0.5
-0.4 -0.2 -0.4
-0.1 0.0 -0.3
0.1 0.0 0.9
-0.4 0.6 0.1
0.5 0.6 0.3
0.3 -0.4 0.5
0.8 -0.1 0.2
-0.3 0.1 -0.5
0.0 0.2 0.2
0.0 0.3 -0.3
-0.2 -0.2 0.1
0.4 0.2 -0.5
-0.2 0.0 0.4
-0.2 -0.3 0.4
0.2 0.2 0.2
-0.2 -0.2 0.0
-0.2 0.1 0.2
0.4 0.1 0.0
-0.1 -0.4 0.3
0.0 -0.1 0.0
0.1 0.0 0.1
0.0 -0.1 0.1
0.2 0.1 0.0
0.0 0.2 0.0
0.0 0.1 0.0
0.0 -0.1 0.0
0.1 0.0 0.0
-0.1 0.0 -0.1
-0.1 0.1 -0.2
-0.2 -0.1 0.1
0.0 0.0 -0.2
0.0 0.0 0.0
0.1 -0.1 0.0
0.0 -0.1 0.0
0.3 0.2 -0.1
-0.1 -0.1 0.0
0.0 -0.1 0.0
0.0 0.0 0.1
0.0 0.1 -0.1

These are the Mulliken partial charges, in e, on atoms 1 to 6: O -0.724; C 0.444; O -0.681; C -0.318; N -0.504; C 0.877



Record 4
Density functional theory data (ωB97M-V with the def2-TZVPD basis set) for a cluster of 5 separate species, C14H30N5O4 in total at a distorted geometry.

* LUMO level: -3.01 eV
* max |F|: 3.49 eV/Å
* gap between HOMO and LUMO: 7.9 eV
* net charge: +1
* E_HOMO: -10.90 eV

Element x y z (Å)
1 N 2.35686 0.69223 2.34409
2 N 2.70655 -0.35002 1.45588
3 N 1.81512 -1.20609 0.91742
4 C 2.58111 -2.00128 0.14086
5 N 3.89301 -1.70095 0.13789
6 C 3.91411 -0.59823 1.00736
7 N 5.07098 0.00408 1.25171
8 H 2.61024 1.55430 1.84624
9 H 1.33579 0.68397 2.38341
10 H 0.81026 -1.21525 1.07394
11 H 2.10814 -2.81645 -0.41777
12 H 5.85934 -0.29086 0.68421
13 H 5.21306 0.75157 1.92000
14 C 6.09183 -3.29009 1.34099
15 C 7.33319 -4.13946 1.48525
16 O 8.19871 -3.85171 2.27835
17 C 7.44515 -5.35517 0.60115
18 H 6.14752 -2.45313 2.03806
19 H 6.02454 -2.89956 0.32648
20 H 5.20588 -3.88275 1.57472
21 H 7.43661 -5.05547 -0.44858
22 H 6.61844 -6.03943 0.80114
23 H 8.38239 -5.86791 0.81106
24 C -0.42070 2.05427 -2.91599
25 C 0.28709 1.36104 -1.78528
26 O -0.30935 0.63515 -1.01378
27 C 1.76832 1.59894 -1.64322
28 H -1.47800 1.79235 -2.89547
29 H -0.32568 3.13593 -2.80734
30 H 0.00191 1.73593 -3.87072
31 H 1.96109 2.66011 -1.47670
32 H 2.28863 1.25831 -2.53956
33 H 2.14125 1.03668 -0.78552
34 C -3.63496 -0.11634 -0.91102
35 C -4.60404 0.61946 -1.80206
36 O -4.63829 1.83017 -1.82855
37 C -5.52601 -0.21192 -2.65579
38 H -3.03624 0.60505 -0.35645
39 H -4.18207 -0.73954 -0.20062
40 H -2.96837 -0.73244 -1.51711
41 H -6.15547 -0.83918 -2.02216
42 H -4.94308 -0.83448 -3.33723
43 H -6.16542 0.44589 -3.24274
44 C -5.74255 2.87381 0.97443
45 C -7.14000 2.63127 1.48492
46 O -7.56617 1.50823 1.64025
47 C -7.98391 3.84215 1.79327
48 H -5.25465 1.91772 0.79536
49 H -5.77910 3.42852 0.03606
50 H -5.16559 3.42898 1.71708
51 H -8.11989 4.44109 0.89110
52 H -7.50647 4.44095 2.57095
53 H -8.96111 3.51955 2.15007

Force components x, y, z for each atom (eV/Å):
-0.1 0.1 -0.6
-0.3 1.8 1.4
1.1 -1.2 -1.0
0.5 -0.6 -0.6
-3.0 1.3 1.1
1.1 -2.3 -1.7
0.1 0.7 0.3
-0.3 -0.1 0.2
0.2 0.1 0.3
0.3 0.3 0.0
0.4 0.4 0.2
-0.3 0.0 0.3
-0.2 -0.3 -0.1
0.3 0.1 0.2
0.3 -0.1 0.2
-0.1 0.1 -0.1
0.2 0.0 0.1
0.0 -0.1 0.0
-0.1 -0.2 0.0
0.0 0.0 -0.2
-0.2 -0.1 0.0
-0.1 0.1 -0.2
0.0 0.0 0.0
-0.3 -0.2 0.2
-0.3 -0.1 0.0
0.3 0.0 0.1
0.0 -0.1 0.2
0.0 0.0 0.0
0.1 0.0 -0.2
0.1 0.2 0.0
0.1 0.0 -0.2
0.0 0.2 0.0
0.0 0.0 -0.1
0.1 0.3 0.2
-0.1 0.2 -0.1
0.1 -0.1 0.0
-0.1 0.3 -0.1
0.0 0.0 -0.1
0.0 -0.2 -0.1
-0.1 -0.1 0.1
0.1 -0.1 -0.1
-0.1 -0.2 0.1
0.0 0.0 0.0
0.0 -0.2 0.1
-0.1 -0.2 0.1
0.1 0.1 0.0
-0.2 -0.2 0.1
0.0 0.1 0.0
0.1 0.1 0.1
0.0 0.2 -0.1
0.1 0.1 0.1
0.0 0.1 -0.1
0.1 0.0 0.0

These are the Mulliken partial charges, in e, on atoms 1 to 6: N -0.934; N 0.680; N -0.163; C -0.320; N -0.397; C 0.716